[1]
Computed, not measured: a molecular structure, C16H18F6N5O5SbSeV, with the ωB97M-V functional and the def2-TZVPD basis.

Computed properties:
LUMO energy (spin up / spin down), eV: -12.5599 / -12.5612
Net charge: +3
E_tot, a.u.: -5454.455339
ΔE to the lowest compared entry with this formula, charge and spin, eV: 0.000
HOMO level (spin up / spin down), hartree: -0.6706 / -0.6706
Frontier orbital gap (spin up / spin down), eV: 5.69 / 5.69

Structure (XYZ):
```
53
C16H18F6N5O5SbSeV | OMol25 | the ωB97M-V functional and the def2-TZVPD basis
V 0.0095 -0.6779 0.3711
C 1.3703 -0.1810 4.8115
O 2.3005 -0.2279 3.6652
C 1.8483 -0.4533 2.4977
O 0.6278 -0.6650 2.2182
N 2.7452 -0.4992 1.5015
N 2.2334 -0.7367 0.2160
H 2.0163 -0.0878 5.6753
H 0.7974 -1.1023 4.8465
H 0.7254 0.6857 4.7032
H 3.7404 -0.3860 1.6565
H 2.5632 -1.6330 -0.1459
H 2.5498 -0.0004 -0.4159
C -0.0569 6.1460 0.6133
O -0.0489 5.6438 -0.7514
C 0.0252 4.3966 -1.0371
C -0.0025 4.0853 -2.4375
C 0.0221 2.8035 -2.8428
C 0.0735 1.7192 -1.8913
C -0.0904 0.4210 -2.2883
C -0.3243 -0.1393 -3.6354
O -0.1275 -0.5012 -1.3031
C 0.1597 2.0651 -0.4807
O 0.2381 1.0996 0.4571
C 0.1386 3.3601 -0.0659
H -0.1593 7.2200 0.5145
H 0.8858 5.9014 1.0993
H -0.9095 5.7325 1.1487
H -0.0563 4.9106 -3.1349
H -0.0124 2.5756 -3.8978
H -0.1680 0.5801 -4.4308
H -1.3554 -0.5046 -3.6752
H 0.3338 -0.9972 -3.7793
H 0.1782 3.5838 0.9903
Se 1.3617 -4.2899 -2.9698
N 0.6788 -5.4932 -1.9200
C 0.3315 -4.8999 -0.7895
C -0.1805 -5.5552 0.3548
C -0.4015 -4.7972 1.4748
C -0.1717 -3.4159 1.4467
N 0.2753 -2.7436 0.3809
C 0.5731 -3.4765 -0.7523
N 1.1445 -2.9516 -1.8138
H -0.3627 -6.6226 0.3250
H -0.7764 -5.2353 2.3888
H -0.4067 -2.8291 2.3240
F -1.6167 -0.9183 0.9200
Sb -3.8066 -0.1838 -0.3082
F -4.0131 0.6864 1.3150
F -2.4669 1.1065 -0.6855
F -2.8311 -1.2365 -1.5271
F -5.1514 0.4724 -1.3619
F -4.4506 -1.7539 0.4254
```

Here are the Mulliken charges for atoms 1 to 5, given in e:
1. V 0.67
2. C -0.64
3. O -0.39
4. C 1.14
5. O -0.45

***

[2]
Computed, not measured: a gas-phase ion, C7H15ClN2 (charge +2) in a non-equilibrium geometry, with the ωB97M-V functional and the def2-TZVPD basis.

Computed properties:
LUMO energy (spin up / spin down), eV: -7.2405 / -8.4049
Net charge: +2
E_tot, a.u.: -844.647543
ΔE to the lowest compared entry with this formula, charge and spin, eV: 0.000
HOMO level (spin up / spin down), hartree: -0.6448 / -0.5546
Frontier orbital gap (spin up / spin down), eV: 10.31 / 6.69

Structure (XYZ):
```
25
C7H15ClN2 | OMol25 | the ωB97M-V functional and the def2-TZVPD basis
C 0.8446 1.4108 0.8639
C 1.7368 -1.4581 -0.3326
C -0.5223 -0.5073 -0.2554
C -0.5218 1.5650 1.4308
C -0.7943 1.8837 -1.0570
C -0.3551 0.9809 0.0154
C 0.0847 -2.1835 -1.9482
N 0.5872 -1.0567 -1.1164
N -0.9381 0.7794 2.6107
Cl -1.3583 1.3399 -2.5386
H 1.3916 2.2984 0.5856
H 1.4724 0.6103 1.2325
H 2.7025 -1.1004 -0.6294
H 1.6518 -2.3934 0.1870
H -0.5192 -1.1053 0.6589
H -1.4702 -0.6618 -0.7743
H -0.9409 2.5627 1.4659
H -0.7049 2.9515 -0.9239
H -0.2786 -2.9856 -1.3077
H -0.7182 -1.8470 -2.6014
H 0.8948 -2.5733 -2.5631
H 0.8716 -0.3095 -1.7608
H -0.5727 1.2333 3.4658
H -0.5766 -0.1848 2.5996
H -1.9666 0.7507 2.6926
```

Here are the natural (NBO) charges for atoms 1 to 5, given in e:
1. C -0.41
2. C -0.10
3. C -0.21
4. C -0.07
5. C -0.21

***

[3]
Computed, not measured: 2 unconnected molecules or ions with the total composition C4H13N2O2 in a non-equilibrium geometry, with the ωB97M-V functional and the def2-TZVPD basis.

Computed properties:
LUMO energy, eV: 3.8836
Net charge: -1
E_tot, a.u.: -420.145600
ΔE to the lowest compared entry with this formula, charge and spin, eV: 1.993
HOMO level, hartree: -0.1298
Frontier orbital gap, eV: 7.42

Structure (XYZ):
```
21
C4H13N2O2 | OMol25 | the ωB97M-V functional and the def2-TZVPD basis
N -1.1466 -1.8416 1.5249
C -0.6757 -1.1503 0.2216
C -0.9484 0.4546 0.3780
C -0.4832 1.4622 -0.7255
O 0.8534 1.5019 -0.9142
C 0.8282 -1.2792 0.0691
N 1.5141 -2.6763 0.2798
H -2.0842 -1.9027 1.4642
H -0.9062 -1.3268 2.4077
H -1.1562 -1.4364 -0.7699
H -2.0531 0.5456 0.5594
H -0.4519 0.7565 1.3066
H -0.9801 1.0971 -1.6807
H -0.8925 2.3902 -0.1525
H 1.1808 -0.8692 -0.8965
H 1.4496 -0.5931 0.9054
H 2.4884 -2.5362 0.3221
H 1.2431 -3.1957 1.0476
H 0.2144 4.0971 -1.5580
H 1.0391 2.7445 -1.7157
O 0.9670 3.7578 -2.0733
```

Here are the natural (NBO) charges for atoms 1 to 5, given in e:
1. N -0.86
2. C -0.09
3. C -0.41
4. C -0.03
5. O -0.92